The following is a quantum chemistry calculation of 2 unconnected molecules or ions with the total composition C3H6O4, from OMol25.

XYZ file:
```
13
C3H6O4, DFT wB97M-V/def2-TZVPD
C -2.3206 -0.1327 0.4490
C 0.5001 -0.3756 0.0402
C 1.9925 -0.3433 -0.0778
O -0.2144 0.6377 0.2552
O -2.8050 0.5411 -0.5319
O -0.1184 -1.5303 -0.1915
O 2.6270 0.8892 -0.1813
H -2.1277 0.4206 1.3254
H 2.3253 -0.8819 -0.9044
H 2.2315 -1.0209 0.7091
H -2.8743 1.4688 -0.6364
H -1.0850 -1.0999 0.1412
H 1.8690 1.4270 -0.3969
```

Results
E_HOMO in Ha: -0.3421
DFT total energy in eV: -11394.4016
ΔE to the lowest compared entry with this formula, charge and spin in kcal/mol: 99.0
Gap between HOMO and LUMO in eV: 9.7
LUMO in eV: 0.3692
Maximum force in eV/Å: 2.9